[1]
DFT (wB97M-V/def2-TZVPD) results for an isolated molecule of C4H7NO2.

The geometry in XYZ format:
```
14
Properties=species:S:1:pos:R:3:forces:R:3:lowdin_charge:R:1
O -0.418250 0.038521 1.382958 0.024 -0.239 0.085 -0.0017
C 1.585361 -0.454212 -0.621045 0.222 -0.191 0.187 -0.1890
H 1.845584 -0.601971 1.471857 0.061 -0.042 -0.084 0.0598
H -1.945425 0.820596 -1.497912 0.084 -0.085 0.136 0.0934
H -1.660950 -0.882330 -1.103123 0.016 0.100 0.056 0.0941
H 1.912864 -0.752993 -1.612795 0.020 0.037 0.128 0.1128
O 0.580329 0.480955 -0.734532 0.025 0.013 -0.035 -0.0065
H -1.517044 1.697235 1.340222 0.128 -0.022 -0.115 0.1068
C -0.532277 0.486482 0.086626 -0.238 -0.047 -0.103 -0.6459
H 2.964498 -1.636741 0.394765 -0.165 0.117 -0.054 0.0583
C -1.779372 0.117110 -0.676360 -0.045 -0.016 0.000 0.0281
N -0.541693 1.489102 1.099831 -0.103 0.231 0.048 0.1619
C 2.157350 -0.916616 0.486221 -0.174 0.120 -0.202 0.0387
H -2.650972 0.114857 -0.016707 0.146 0.023 -0.048 0.0892
```
Positions in Å, forces in eV/Å.

Computed properties:
HOMO energy ... -9.30 eV
Total charge ... 0
SMILES ... C=CO[C@]1(C)NO1

=====

[2]
DFT (wB97M-V/def2-TZVPD) results for an isolated molecule of C9H12 at a distorted geometry.

The geometry in XYZ format:
```
21
Properties=species:S:1:pos:R:3:forces:R:3:lowdin_charge:R:1
C -0.626995 1.632398 -0.171063 -3.992 0.203 -2.259 -0.0648
H 3.397089 -2.167607 1.545149 -0.742 0.462 -0.096 0.0898
H -1.134888 -0.584360 -2.572517 0.322 0.516 -0.346 0.0842
C -1.453097 0.766224 -0.961662 0.610 3.423 0.747 -0.2728
C -1.201904 -0.595016 -1.487479 -1.113 -1.140 -0.693 -0.0884
C -3.806547 1.669669 -1.948567 -0.723 0.179 0.325 0.0946
H -0.145791 -0.655141 0.839989 -0.380 -0.938 0.283 0.0822
H -0.344817 -1.141470 -1.143797 0.234 -0.084 0.429 0.0560
H 3.042934 -1.315655 0.125002 0.355 0.896 -1.860 0.0487
H -4.844106 2.002498 -2.123728 1.407 -0.418 -0.040 0.0425
C 1.881437 -0.591633 1.830957 -0.531 -0.191 -0.119 -0.2515
H -2.140099 -1.203069 -1.426447 0.774 0.215 0.659 0.1041
C 0.537520 1.255288 0.566863 1.478 -3.213 1.482 -0.1099
H 2.652156 0.100625 2.125455 -0.240 0.975 0.148 0.0974
H 1.811039 -2.370504 0.831226 -0.172 -0.844 -0.820 0.0630
C -2.728976 1.301567 -1.543451 1.005 -0.018 0.884 -0.1250
C 2.575525 -1.639924 0.992069 0.282 -1.701 2.365 -0.1224
C 0.690504 -0.038680 1.059966 0.748 3.403 -0.378 -0.0855
H 1.356613 1.936673 0.791767 -0.379 0.296 -0.198 0.1013
H 1.520574 -1.094911 2.749764 0.101 0.331 -0.351 0.1145
H -1.038170 2.733026 -0.079498 0.955 -2.352 -0.162 0.1420
```
Positions in Å, forces in eV/Å.

Computed properties:
HOMO energy ... -7.98 eV
Total charge ... 0
SMILES ... C#C/C(C)=C/C=C/CC

=====

[3]
DFT (wB97M-V/def2-TZVPD) results for a structure of composition C20H11BCl5N2PtS.

The geometry in XYZ format:
```
41
Properties=species:S:1:pos:R:3:forces:R:3:lowdin_charge:R:1
C 0.295165 3.439361 -1.458831 0.008 -0.016 0.033 -0.4752
Cl 1.095785 -6.727745 0.352898 -0.012 -0.006 0.004 0.6492
C 0.421357 -4.101463 0.103475 0.029 -0.042 -0.011 -0.7058
C 0.473323 -1.228025 2.676380 0.015 -0.029 -0.037 -0.1044
C -0.882710 2.092969 -3.086824 0.004 0.025 -0.009 -0.0102
H -5.412533 1.268298 0.113937 -0.016 0.009 -0.008 -0.0119
C 0.319534 4.525703 -2.326945 -0.005 0.027 -0.031 -0.1019
H 2.119529 1.163526 4.421419 -0.001 0.003 0.001 0.0961
C 2.647653 -4.718163 -0.555074 -0.020 0.020 -0.001 -0.7179
C 0.616106 -2.746106 -0.195245 -0.008 -0.062 0.064 -0.3771
H 1.375623 -1.205917 4.613331 0.003 0.002 0.001 0.0988
H -1.308797 3.083165 -4.929821 -0.002 -0.002 0.000 0.0960
H -4.775914 1.700227 1.967986 0.002 0.013 0.010 -0.0111
C 1.163424 -0.633942 3.718023 0.012 -0.001 0.032 -0.0915
C 1.880054 -2.439700 -0.714211 0.008 0.006 -0.006 -0.6860
H 0.777926 5.462198 -2.036964 0.001 -0.001 0.005 0.1014
H 0.152533 -2.257640 2.768143 0.009 0.003 0.010 0.0893
C -0.299696 2.226024 -1.826455 -0.052 -0.049 -0.047 -0.3049
C 1.578669 0.686739 3.614526 -0.015 -0.012 -0.030 -0.0968
H -0.256220 5.210447 -4.265315 0.004 0.003 0.004 0.0950
C -0.260911 4.378308 -3.572876 0.005 0.011 0.006 -0.1057
B -5.000868 0.820507 1.163945 0.039 -0.029 -0.013 -0.4403
C 0.594577 0.804793 1.395887 -0.056 -0.010 0.018 -0.2497
Cl 2.230822 -0.810388 -1.178959 -0.004 0.031 -0.010 0.7104
S 0.923181 3.293904 0.145030 -0.009 0.038 -0.030 1.0874
N -2.620985 -0.416933 0.621513 0.206 -0.010 -0.143 -0.0434
H -1.344383 1.152990 -3.357343 -0.002 -0.002 0.003 0.1144
C 1.291165 1.387654 2.460843 -0.003 -0.045 0.010 -0.0800
C -0.858018 3.170067 -3.949611 -0.001 -0.020 0.013 -0.0957
H 1.618132 2.417630 2.385009 0.001 0.006 -0.005 0.0671
N -0.251316 1.228827 -0.874051 0.032 0.137 0.133 0.0779
Pt -0.901470 -1.462120 0.179610 -0.376 -0.139 -0.090 0.9672
C 2.884347 -3.390220 -0.894026 -0.032 -0.027 0.018 -0.7116
C 0.342103 1.622592 0.197637 -0.036 -0.035 -0.114 -0.5312
Cl 4.423570 -2.946723 -1.536405 0.017 0.011 -0.002 0.6526
C 1.400418 -5.078339 -0.057312 0.032 0.000 -0.016 -0.7170
H -5.746711 -0.022172 1.618155 -0.017 -0.002 0.004 -0.0123
Cl -1.133139 -4.618915 0.701304 0.001 0.072 -0.012 0.6271
C -3.623152 0.106122 0.853770 0.006 0.009 0.005 -0.2069
Cl 3.881695 -5.906283 -0.758710 0.009 -0.010 -0.003 0.6505
C 0.170137 -0.531256 1.502156 0.228 0.122 0.245 -0.2921
```
Positions in Å, forces in eV/Å.

Computed properties:
HOMO energy ... -5.61 eV
Total charge ... -1

=====

[4]
DFT (wB97M-V/def2-TZVPD) results for a structure of composition C26H24Cl3F3N7O4SSeSiTi at a distorted geometry.

The geometry in XYZ format:
```
71
Properties=species:S:1:pos:R:3:forces:R:3:mulliken_spin:R:1
C 0.769900 3.658000 -2.944100 0.358 0.064 -0.306 0.0014
C 4.538600 -0.770700 -0.250100 0.059 0.057 0.036 -0.0041
C 3.953400 -3.091800 -0.137800 -0.251 -0.122 -0.001 -0.0059
N -0.145600 4.007600 3.301100 -0.141 0.048 0.252 -0.0031
H 1.488700 3.051400 -2.377400 -0.147 -0.020 -0.021 -0.0001
O -3.557800 0.639800 -2.187600 0.208 -0.046 0.840 0.0039
C 1.600200 0.146000 -3.412200 -0.038 -0.008 0.114 -0.0035
H 1.751300 -0.125800 -5.522000 0.036 -0.006 -0.065 -0.0003
C -4.412800 0.809700 0.558200 0.231 -0.178 -0.510 0.0007
H -2.985200 2.731400 -2.971300 0.136 0.143 0.108 0.0001
C -3.083600 0.841400 0.137100 -0.110 0.465 1.941 0.0464
N 2.406000 -1.460500 0.631100 0.447 0.197 0.177 0.0196
Cl 1.898000 -2.851200 3.335500 -0.123 -0.432 0.268 0.0011
H -5.174800 0.589200 -0.175800 0.054 0.008 -0.079 0.0005
N 1.136500 0.442800 -1.019500 1.491 0.516 -0.722 -0.0318
H -5.738300 1.022900 2.230600 -0.039 0.025 -0.007 0.0002
H -3.774100 2.866900 -5.211800 -0.158 -0.078 -0.040 0.0000
H 1.890800 5.482700 -2.760000 0.113 0.090 0.038 0.0000
Cl 3.545300 0.009200 3.235300 0.184 0.102 0.109 0.0008
O 3.091900 1.638600 -1.183100 0.124 -0.337 -0.153 -0.0015
H 2.663200 0.044700 -3.243600 0.032 0.045 0.038 0.0000
H 0.847100 5.445800 -4.183400 -0.049 0.063 -0.038 0.0000
H 2.339000 4.490200 -4.154700 0.168 0.016 -0.080 0.0000
C -2.711100 0.708900 -1.276500 0.682 -0.017 -1.989 -0.0569
C -2.185200 4.034400 -4.363100 0.090 0.136 -0.110 0.0000
S -2.445100 3.901500 -0.639700 -0.600 0.279 0.468 0.0007
F -1.903400 -3.083700 -1.518800 -0.021 0.093 0.036 -0.0005
H 0.334200 3.020300 -3.714800 -0.015 -0.036 0.091 -0.0001
Se 0.809000 2.779400 0.786600 1.024 0.525 -0.574 -0.0072
C 2.675600 -2.771600 0.122800 -0.350 -0.133 0.408 0.0078
C 1.506500 4.846600 -3.554500 -0.141 -0.236 -0.019 0.0001
C 3.175900 -0.466600 -0.124900 -0.260 -0.155 0.523 -0.0220
C 0.749100 0.363500 -2.322200 -0.425 -0.119 -0.949 0.0933
O -0.576000 -1.378600 -0.017700 0.240 -0.858 -0.273 -0.0176
C 0.194600 3.511300 2.312600 -0.374 0.227 0.539 0.0050
H -2.900800 3.859100 -6.391200 -0.051 0.044 -0.073 0.0000
C -2.009600 -3.229600 -0.190800 -0.071 -0.220 -0.268 -0.0022
N -1.364500 0.720000 -1.404500 -1.995 0.337 -1.323 -0.0216
H -1.181800 4.369200 -4.631000 -0.043 0.025 -0.014 0.0001
N -0.270100 4.126300 -2.051200 -0.188 -0.076 -0.003 -0.0007
C -0.283500 0.157400 -4.912200 -0.100 -0.019 -0.226 -0.0025
O -2.055800 -1.659000 1.630600 -0.297 -0.408 -0.128 -0.0022
Ti -0.322800 0.552100 0.179400 2.315 -0.187 1.855 1.0306
H -2.162800 2.384200 -5.742600 0.057 -0.125 -0.026 -0.0001
C -1.154200 0.366200 -3.851000 -0.023 -0.123 0.050 0.0014
C 1.079800 0.048400 -4.690300 0.073 0.008 -0.055 0.0013
H 0.068100 4.430700 -1.140600 -0.213 -0.161 -0.131 0.0000
H -3.868300 1.716900 3.756500 0.058 0.007 0.054 -0.0001
H -0.680000 0.068100 -5.915700 -0.020 -0.015 -0.085 -0.0005
H -1.565800 1.735500 2.909900 -0.086 -0.161 -0.114 0.0011
C -0.652800 0.481700 -2.562600 0.633 -0.237 -0.891 -0.0626
Si 2.156500 -1.137100 2.283200 0.510 -0.042 -1.304 0.0084
C -2.382100 1.423300 2.263400 0.572 0.052 -0.173 -0.0033
N -2.114900 3.218500 -3.168400 -0.002 -0.277 -0.153 -0.0005
C -2.793800 3.235500 -5.505000 0.176 0.136 0.173 0.0001
C -4.718800 1.065900 1.872400 0.845 0.315 0.549 0.0000
F -3.294100 -3.533100 0.064700 -0.060 0.201 0.148 -0.0001
H 5.213800 0.014600 -0.558200 0.113 0.106 -0.050 -0.0003
C -3.670200 1.434400 2.733400 -0.977 -0.232 -0.293 0.0027
C 2.532200 0.601900 -0.784800 0.240 0.544 -0.330 0.0124
C 4.954600 -2.073800 -0.134400 0.468 0.178 0.196 0.0070
H -2.797000 4.933600 -4.168500 0.121 -0.046 -0.055 0.0000
F -1.302500 -4.339500 0.126900 0.187 0.206 0.204 0.0000
C -1.516000 -1.950700 0.575400 -0.857 -1.153 0.675 0.0039
H 1.822000 -3.424100 0.025300 -0.040 -0.218 -0.128 0.0005
H 5.993800 -2.351700 -0.233800 0.120 0.071 -0.095 0.0005
H -2.219400 0.432200 -4.011400 0.026 0.031 0.025 0.0003
N -2.052200 1.073900 1.010300 -3.942 0.867 0.584 -0.0066
Cl 0.424600 -0.056500 2.477600 0.071 -0.221 1.338 0.0032
H 4.212100 -4.089700 -0.465300 -0.075 -0.123 -0.084 -0.0004
C -1.547200 3.713000 -2.022800 0.021 0.597 0.104 0.0033
```
Positions in Å, forces in eV/Å.

Computed properties:
HOMO energy (spin up / spin down) ... -1.07 / -1.14 eV
2S+1 ... 2
Total charge ... -2

=====

[5]
DFT (wB97M-V/def2-TZVPD) results for a structure of composition C6H15N3 at a distorted geometry.

The geometry in XYZ format:
```
24
Properties=species:S:1:pos:R:3:forces:R:3:lowdin_charge:R:1
C -3.154045 0.082587 0.262147 0.824 -0.352 -1.754 -0.0980
H -3.408806 2.055655 -0.434187 -0.746 1.155 -2.383 0.1391
C 2.816808 0.814488 1.261997 -0.981 -1.341 -3.067 -0.0200
N -3.352260 1.609933 0.422154 2.894 -1.955 1.605 0.2484
C -0.957909 -0.848407 0.107038 5.174 -1.283 -2.604 0.0131
H -3.460444 -0.201109 -0.786692 -0.183 0.517 1.096 0.1648
C 1.381960 0.537095 0.930182 -0.870 0.371 0.631 -0.1002
C 0.933653 -0.423769 0.162092 -5.022 -0.175 0.665 -0.1631
H 2.487323 -0.117246 -2.110024 -1.303 -1.965 -0.453 0.1572
H 3.243732 1.329249 0.378146 0.253 -0.133 0.729 0.1154
H -4.106896 1.705527 0.986802 -3.568 1.218 1.860 0.1191
N -1.732066 0.066169 0.307968 0.109 0.354 1.450 -0.0128
H 3.220555 -0.204636 1.347111 0.859 0.721 0.649 0.0927
H -1.091008 -1.834629 -0.469799 -0.217 1.002 1.339 0.1464
H 0.609370 1.109065 1.469903 0.318 -0.237 -0.403 0.1261
H 2.799922 1.422132 2.099175 0.804 0.847 1.759 0.0700
H -2.545680 2.092412 0.921929 -0.804 -1.261 -0.554 0.2084
C 1.743923 -1.012749 -2.036052 0.522 0.385 -0.166 0.0395
H 1.266279 -2.226479 -0.376864 0.085 -1.455 -0.248 0.1578
H 2.658124 -1.352569 -0.078018 -0.832 -0.515 -1.129 0.1950
H 0.716471 -0.644881 -2.098492 0.292 0.125 -1.035 0.0841
H -3.671817 -0.635020 0.973738 0.465 1.645 -0.334 0.1802
N 1.723290 -1.364041 -0.579908 1.618 0.672 1.621 -0.0041
H 1.879522 -1.958785 -2.660357 0.309 1.660 0.726 0.1411
```
Positions in Å, forces in eV/Å.

Computed properties:
HOMO energy ... -17.37 eV
Total charge ... +2

=====

Table of energy relative to the best compared isomer or geometry (same formula, charge and spin) (kcal per mole), in record order: 93.8 72.1 33.4 55.6 93.0